Entry from the OMol25 dataset: a structure of composition C38H49ClN5O3PdTe in a non-equilibrium geometry (wB97M-V/def2-TZVPD).

Positions of all 98 atoms, in Å:
Pd (-1.859, -0.824, 0.963)
C (-0.133, -5.109, 2.289)
C (-0.293, -3.595, 2.033)
N (-1.574, -3.330, 1.369)
C (-1.693, -4.191, 0.188)
C (-1.803, -5.671, 0.621)
N (-1.449, -5.751, 2.059)
C (-2.488, -5.069, 2.869)
C (-2.664, -3.641, 2.300)
H (0.201, -5.302, 3.309)
H (0.594, -5.553, 1.607)
H (0.523, -3.234, 1.403)
H (-0.268, -3.021, 2.962)
H (-0.811, -4.035, -0.438)
H (-2.575, -3.893, -0.386)
H (-1.130, -6.307, 0.043)
H (-2.818, -6.051, 0.490)
H (-1.395, -6.736, 2.338)
H (-2.157, -5.049, 3.909)
H (-3.422, -5.634, 2.822)
H (-2.660, -2.908, 3.112)
H (-3.611, -3.551, 1.760)
C (2.459, 5.970, -5.327)
C (2.027, 4.997, -4.300)
C (1.876, 5.385, -2.967)
C (1.487, 4.484, -1.982)
C (1.317, 4.947, -0.573)
C (1.277, 3.164, -2.371)
Te (0.743, 1.684, -0.611)
N (0.035, 0.359, 0.886)
C (0.201, 0.253, 2.180)
O (-0.540, -0.596, 2.764)
C (1.250, 0.979, 2.911)
C (1.638, 2.277, 2.574)
C (2.663, 2.898, 3.266)
C (3.287, 2.233, 4.312)
C (2.894, 0.946, 4.662)
C (1.868, 0.325, 3.976)
C (2.137, 0.132, -1.057)
C (3.508, 0.357, -0.891)
C (4.053, 1.671, -0.445)
C (4.394, -0.683, -1.153)
C (3.952, -1.945, -1.547)
C (4.895, -3.064, -1.783)
C (2.573, -2.142, -1.690)
C (1.657, -1.137, -1.439)
C (0.192, -1.409, -1.590)
C (1.334, 2.741, -3.694)
C (0.954, 1.355, -4.099)
C (1.728, 3.672, -4.646)
H (2.624, 6.959, -4.907)
H (1.726, 6.040, -6.135)
H (3.381, 5.635, -5.812)
H (2.061, 6.412, -2.691)
H (1.197, 6.025, -0.534)
H (2.194, 4.690, 0.022)
H (0.431, 4.487, -0.128)
H (1.074, 2.834, 1.829)
H (2.952, 3.908, 3.017)
H (4.067, 2.731, 4.869)
H (3.392, 0.426, 5.464)
H (1.539, -0.668, 4.244)
H (3.253, 2.326, -0.085)
H (4.575, 2.163, -1.265)
H (4.772, 1.536, 0.361)
H (5.453, -0.508, -1.034)
H (5.929, -2.754, -1.677)
H (4.755, -3.480, -2.782)
H (4.707, -3.886, -1.090)
H (2.229, -3.111, -2.027)
H (0.013, -2.327, -2.147)
H (-0.305, -0.584, -2.106)
H (-0.287, -1.501, -0.587)
H (0.123, 1.011, -3.481)
H (1.792, 0.672, -3.970)
H (0.658, 1.325, -5.142)
H (1.786, 3.365, -5.680)
Cl (-4.423, 1.238, 5.917)
C (-4.644, 0.780, 4.288)
C (-5.899, 0.825, 3.681)
C (-6.016, 0.438, 2.359)
C (-4.886, 0.008, 1.674)
N (-3.688, -0.035, 2.257)
C (-3.553, 0.341, 3.521)
H (-6.764, 1.153, 4.241)
H (-6.971, 0.459, 1.860)
H (-4.949, -0.323, 0.646)
H (-2.563, 0.295, 3.958)
N (-3.597, 1.954, -2.925)
C (-3.666, 0.486, -2.744)
C (-2.957, 0.170, -1.399)
O (-2.340, 1.120, -0.875)
O (-3.043, -0.984, -0.949)
H (-4.511, 2.412, -2.821)
H (-3.202, 2.232, -3.827)
H (-2.958, 2.238, -2.122)
H (-3.144, -0.051, -3.539)
H (-4.690, 0.118, -2.708)

Computed properties:
Expectation value of S² = 8.786
LUMO level (spin up / spin down) = -9.023 / -13.601 eV
Multiplicity = 6
HOMO level (spin up / spin down) = -17.87 / -17.72 eV
Strongest force on any atom = 1.9 eV/A
Charge = +4
Calculated total energy = -77048.26883 eV
Kohn-Sham gap (spin up / spin down) = 8.843 / 4.115 eV
Energy above the lowest of the compared OMol25 structures with the same formula, charge and spin = 50.9 kcal/mol
M = 893.32 g/mol